No. 1
{"formula": "C46H56BrIN6O4PReS2", "method": "ωB97M-V/def2-TZVPD", "max_force_ev_per_a": 3.6, "e_above_lowest_kcal_mol": 35.7, "e_tot_ev": -176952.1298, "homo_lumo_gap_ev": [5.40, 5.78], "charge": 3, "spin_multiplicity": 2, "symbols": ["Re", "O", "C", "N", "C", "C", "C", "C", "C", "C", "N", "C", "C", "C", "C", "C", "N", "H", "H", "H", "H", "H", "H", "H", "H", "H", "H", "O", "S", "C", "C", "C", "C", "S", "O", "C", "C", "C", "C", "C", "C", "C", "C", "C", "C", "C", "C", "H", "H", "H", "H", "H", "H", "H", "H", "H", "H", "H", "H", "H", "H", "H", "H", "H", "H", "Br", "C", "C", "C", "C", "C", "C", "I", "H", "H", "H", "H", "O", "P", "N", "C", "C", "C", "C", "N", "C", "C", "C", "C", "N", "C", "C", "C", "C", "H", "H", "H", "H", "H", "H", "H", "H", "H", "H", "H", "H", "H", "H", "H", "H", "H", "H", "H", "H", "H", "H", "H", "H"], "coordinates": [[0.4379, -0.6586, 0.8921], [-1.7549, 0.5338, 4.2803], [-1.4819, 0.0302, 3.2089], [-0.2278, 0.0424, 2.6698], [0.7846, 0.6492, 3.5200], [2.0389, -0.1446, 3.3425], [3.0958, -0.1409, 4.2387], [4.1919, -0.9530, 3.9953], [4.1876, -1.7443, 2.8538], [3.0981, -1.6937, 2.0051], [2.0465, -0.9030, 2.2311], [-2.5090, -0.6534, 2.3722], [-3.8193, -0.7495, 2.8303], [-4.7633, -1.3515, 2.0138], [-4.3617, -1.8278, 0.7744], [-3.0308, -1.6851, 0.4034], [-2.1268, -1.1298, 1.1909], [0.9514, 1.6910, 3.2024], [0.4225, 0.6561, 4.5580], [3.0431, 0.4722, 5.1230], [5.0219, -0.9779, 4.6838], [5.0165, -2.3946, 2.6267], [3.0649, -2.3065, 1.1140], [-4.0608, -0.3456, 3.8015], [-5.7926, -1.4387, 2.3263], [-5.0698, -2.2823, 0.1001], [-2.6962, -1.9885, -0.5752], [-0.6264, -0.3066, -1.0021], [-0.6097, -0.6625, -2.4775], [-0.2978, -2.4928, -2.5018], [-1.4243, -3.5207, -2.5380], [-1.4578, -4.4432, -1.3087], [-0.1077, -5.0448, -0.9260], [0.5925, -4.3852, 0.6565], [0.6438, -2.8676, 0.4189], [-0.8327, -4.6041, 1.7528], [-1.0125, -3.6312, 2.7254], [-2.0963, -3.7180, 3.5850], [-2.9704, -4.7892, 3.4825], [-2.7464, -5.7911, 2.5493], [-1.6649, -5.7136, 1.6863], [-2.3447, -0.4726, -2.9155], [-3.1242, 0.3508, -2.1164], [-4.4326, 0.6071, -2.4853], [-4.9475, 0.0477, -3.6459], [-4.1544, -0.7610, -4.4458], [-2.8378, -1.0114, -4.0935], [0.2936, -2.5947, -1.5899], [0.3598, -2.6143, -3.3603], [-1.3043, -4.1283, -3.4357], [-2.4009, -3.0366, -2.6140], [-2.1665, -5.2449, -1.5183], [-1.8512, -3.8954, -0.4497], [0.6609, -4.8503, -1.6725], [-0.1515, -6.1231, -0.7843], [-0.3073, -2.8082, 2.8077], [-2.2412, -2.9674, 4.3470], [-3.8167, -4.8534, 4.1484], [-3.4103, -6.6406, 2.5019], [-1.4857, -6.5192, 0.9942], [-2.7022, 0.7778, -1.2192], [-5.0491, 1.2458, -1.8720], [-5.9656, 0.2536, -3.9380], [-4.5583, -1.1950, -5.3469], [-2.2102, -1.6141, -4.7292], [6.2553, -0.9629, -1.1021], [5.4223, -1.9502, -2.4904], [6.2033, -2.7629, -3.3019], [5.6182, -3.4964, -4.3179], [4.2512, -3.4176, -4.5312], [3.4697, -2.6020, -3.7276], [4.0504, -1.8730, -2.7038], [2.8589, -0.5784, -1.4996], [7.2676, -2.8096, -3.1311], [6.2310, -4.1230, -4.9448], [3.7906, -3.9798, -5.3285], [2.4106, -2.5262, -3.9176], [1.0617, 1.4515, 0.5015], [0.7959, 2.9256, 0.3165], [0.3879, 3.2533, -1.2538], [-0.3666, 4.4145, -1.7240], [-0.4548, 4.2354, -3.2435], [-0.2039, 2.7407, -3.4529], [0.8356, 2.4520, -2.3805], [-0.4081, 3.4053, 1.3495], [-0.6450, 4.7686, 1.8413], [-2.1437, 4.8224, 2.1575], [-2.5373, 3.3504, 2.2847], [-1.6933, 2.7316, 1.1828], [2.1568, 3.7942, 0.6683], [2.9589, 4.4670, -0.3501], [3.9901, 5.2815, 0.4362], [3.3609, 5.4110, 1.8240], [2.7070, 4.0437, 1.9884], [0.1334, 5.3531, -1.4688], [-1.3628, 4.4264, -1.2720], [0.3264, 4.8123, -3.7402], [-1.4176, 4.5521, -3.6353], [0.1617, 2.5130, -4.4508], [-1.1149, 2.1671, -3.2709], [1.8273, 2.7735, -2.7208], [0.8879, 1.4091, -2.0800], [-0.3505, 5.5224, 1.1104], [-0.0644, 4.9263, 2.7526], [-2.6868, 5.2903, 1.3378], [-2.3375, 5.3908, 3.0619], [-3.6017, 3.1815, 2.1413], [-2.2472, 2.9530, 3.2576], [-2.1402, 2.9673, 0.2081], [-1.5572, 1.6536, 1.2516], [2.3201, 5.1167, -0.9538], [3.4363, 3.7417, -1.0148], [4.1868, 6.2449, -0.0275], [4.9287, 4.7338, 0.5073], [2.6012, 6.1936, 1.8306], [4.0921, 5.6262, 2.5979], [1.9308, 4.0067, 2.7499], [3.4687, 3.2905, 2.2256]], "forces_ev_per_angstrom": [[-2.2, 0.8, -0.3], [0.1, -0.3, -0.5], [-0.9, 0.0, 0.4], [1.3, -0.6, -1.3], [0.2, 0.2, 0.1], [-0.1, 0.5, 0.5], [-0.2, 0.0, -0.3], [-0.2, 0.1, -0.2], [-0.2, 0.0, -0.1], [0.9, -0.8, -0.2], [-0.5, 0.3, -0.4], [-0.6, 0.0, 0.3], [0.4, 0.1, -0.2], [0.1, -0.1, -0.1], [0.2, 0.2, 0.2], [-0.1, -0.3, -0.5], [1.9, 0.7, 0.4], [0.0, -0.1, 0.2], [0.2, 0.0, -0.3], [-0.1, 0.1, 0.1], [0.1, 0.0, 0.1], [0.0, -0.1, -0.1], [0.0, 0.1, 0.0], [0.0, 0.1, 0.1], [-0.1, 0.0, 0.1], [0.0, -0.1, -0.1], [0.0, -0.1, -0.1], [0.7, 0.4, 2.2], [-0.3, -1.1, -1.0], [-0.1, 0.4, -0.3], [-0.2, 0.0, 0.2], [-0.1, 0.2, 0.0], [0.0, 0.2, 0.5], [-0.8, -0.4, -0.1], [-0.1, 1.6, 0.4], [0.4, 0.0, -0.1], [0.1, 0.1, -0.1], [0.1, -0.1, 0.0], [0.0, 0.0, 0.0], [0.0, 0.0, 0.0], [0.0, 0.0, 0.0], [0.3, 0.1, 0.1], [0.2, 0.0, 0.1], [-0.1, -0.1, -0.1], [0.0, 0.0, 0.0], [0.1, 0.0, 0.0], [0.1, 0.0, 0.0], [0.1, 0.1, -0.2], [0.1, 0.1, 0.0], [-0.1, 0.0, 0.0], [0.0, -0.1, -0.1], [0.0, 0.0, 0.1], [0.0, -0.1, -0.1], [0.2, 0.0, 0.1], [0.1, -0.1, 0.1], [-0.1, -0.1, 0.1], [0.0, 0.1, 0.1], [-0.1, 0.0, 0.1], [0.0, -0.1, 0.0], [0.0, -0.1, -0.2], [0.0, 0.1, 0.1], [-0.1, 0.1, 0.1], [-0.1, 0.0, 0.0], [0.0, 0.0, -0.1], [0.1, -0.2, -0.2], [0.1, -0.2, -0.2], [0.0, 0.2, 0.4], [0.0, 0.1, 0.1], [-0.1, 0.0, 0.0], [0.0, 0.1, 0.0], [-0.2, 0.0, 0.0], [0.0, -0.1, 0.3], [0.1, 0.1, -0.3], [0.1, 0.0, 0.0], [0.1, -0.1, -0.1], [0.0, 0.0, -0.1], [-0.1, 0.0, 0.0], [-0.4, -3.6, 0.5], [0.2, 2.7, -0.2], [0.2, -0.7, 1.1], [-0.3, 0.6, 0.2], [0.0, -0.2, -0.1], [0.2, 0.1, 0.0], [0.2, -0.3, -0.2], [0.7, -0.7, -0.8], [0.3, 0.6, 0.3], [0.0, -0.1, 0.0], [0.0, 0.0, -0.1], [-0.4, -0.3, 0.1], [-1.5, -0.7, -0.2], [0.1, 0.2, -0.8], [-0.1, 0.0, 0.1], [0.1, -0.1, 0.0], [0.2, -0.1, 0.5], [-0.1, 0.0, 0.0], [0.0, 0.0, 0.0], [0.0, 0.0, 0.0], [0.0, 0.1, 0.0], [0.0, 0.0, -0.1], [-0.1, 0.0, 0.0], [0.0, -0.1, 0.0], [0.1, 0.1, -0.1], [0.0, 0.0, 0.0], [0.0, 0.1, -0.1], [-0.1, 0.0, 0.0], [0.0, 0.1, 0.0], [-0.1, 0.0, 0.0], [0.0, 0.0, 0.0], [0.0, -0.1, -0.1], [-0.1, 0.0, 0.0], [0.1, 0.0, 0.0], [0.0, 0.1, 0.0], [0.0, 0.0, 0.0], [0.1, 0.0, 0.0], [0.0, 0.0, 0.0], [0.0, 0.0, 0.1], [0.0, 0.0, 0.1], [0.0, 0.0, 0.1]], "mulliken_spin": [0.66, 0.07, -0.01, 0.09, 0.01, 0.00, 0.00, 0.00, 0.00, -0.01, -0.01, 0.00, 0.00, 0.00, -0.01, 0.00, 0.02, 0.01, 0.00, 0.00, 0.00, 0.00, 0.00, 0.00, 0.00, 0.00, 0.00, 0.06, 0.00, 0.00, 0.00, 0.00, 0.00, 0.01, 0.05, 0.00, 0.03, 0.01, 0.00, 0.00, 0.00, 0.00, 0.00, 0.00, 0.00, 0.00, 0.00, 0.00, 0.00, 0.00, 0.00, 0.00, 0.00, 0.00, 0.00, -0.03, 0.00, 0.00, 0.00, 0.00, 0.00, 0.00, 0.00, 0.00, 0.00, 0.00, 0.00, 0.00, 0.00, 0.00, 0.00, 0.01, 0.01, 0.00, 0.00, 0.00, 0.00, 0.02, 0.01, 0.00, 0.00, 0.00, 0.00, 0.00, 0.00, 0.00, 0.00, 0.00, 0.02, 0.00, 0.00, 0.00, 0.00, 0.00, 0.00, 0.00, 0.00, 0.00, 0.00, 0.00, 0.00, 0.00, 0.00, 0.00, 0.00, 0.00, 0.00, 0.00, 0.00, 0.00, 0.00, 0.00, 0.00, 0.00, 0.00, 0.00, 0.00, 0.00]}


No. 2
{"formula": "C46H58CaClNO3PSi", "method": "ωB97M-V/def2-TZVPD", "max_force_ev_per_a": 0.9, "e_above_lowest_kcal_mol": 1.3, "e_tot_ev": -104412.4365, "homo_lumo_gap_ev": 7.25, "charge": -1, "symbols": ["Ca", "C", "C", "C", "C", "C", "C", "C", "C", "C", "H", "H", "H", "H", "H", "H", "H", "H", "H", "H", "H", "H", "Cl", "C", "C", "C", "C", "O", "C", "C", "O", "C", "H", "H", "H", "H", "O", "Si", "C", "C", "C", "C", "C", "C", "C", "C", "C", "C", "C", "C", "C", "C", "C", "C", "C", "C", "H", "H", "H", "H", "H", "H", "H", "H", "H", "H", "H", "H", "H", "H", "H", "C", "C", "C", "C", "P", "N", "C", "C", "C", "C", "C", "C", "C", "C", "H", "H", "H", "H", "H", "H", "H", "H", "H", "H", "H", "H", "H", "H", "H", "H", "H", "H", "H", "H", "H", "H", "H", "H", "H", "H", "H"], "coordinates": [[-0.4989, 0.2285, -0.6386], [1.6652, 0.8959, 3.2366], [1.5465, -0.3731, 2.4513], [2.3417, -0.6037, 1.3368], [2.2350, -1.7821, 0.6051], [3.1081, -2.0159, -0.5901], [1.2964, -2.7264, 1.0002], [0.4933, -2.5286, 2.1193], [-0.4763, -3.5867, 2.5582], [0.6258, -1.3461, 2.8294], [2.0365, 1.7087, 2.6153], [2.3432, 0.7741, 4.0864], [0.6905, 1.1854, 3.6224], [3.0343, 0.1571, 1.0072], [3.4914, -1.0733, -0.9705], [2.5455, -2.4930, -1.3930], [3.9538, -2.6638, -0.3401], [1.1744, -3.6309, 0.4135], [0.0142, -4.3065, 3.2185], [-0.8743, -4.1301, 1.7050], [-1.3114, -3.1518, 3.1033], [-0.0207, -1.1613, 3.6804], [-1.8645, 7.4198, 1.3882], [-1.5649, 5.7035, 1.2477], [-0.9712, 5.0262, 2.3217], [-0.7038, 3.6925, 2.2383], [-1.0152, 2.9209, 1.0700], [-0.7870, 1.6781, 1.0318], [-1.5966, 3.6539, -0.0169], [-1.8688, 3.0807, -1.3006], [-1.6000, 1.9507, -1.6827], [-1.8698, 5.0311, 0.1028], [-0.7192, 5.5781, 3.2168], [-0.2410, 3.1766, 3.0655], [-2.3641, 3.7673, -2.0212], [-2.3080, 5.5544, -0.7378], [1.4768, 0.6293, -1.5560], [2.2142, 1.9151, -2.1267], [3.9905, 1.5369, -2.6634], [4.2584, 0.2988, -3.2461], [5.5221, -0.0260, -3.7131], [6.5551, 0.8930, -3.6095], [6.3113, 2.1316, -3.0398], [5.0423, 2.4437, -2.5748], [2.3413, 3.3205, -0.8681], [3.1583, 3.1326, 0.2478], [3.2679, 4.0914, 1.2406], [2.5581, 5.2788, 1.1343], [1.7426, 5.4908, 0.0374], [1.6377, 4.5168, -0.9453], [1.3578, 2.6043, -3.6617], [0.3041, 1.9173, -4.2505], [-0.3222, 2.3892, -5.3949], [0.1026, 3.5721, -5.9786], [1.1588, 4.2714, -5.4144], [1.7761, 3.7852, -4.2736], [3.4587, -0.4272, -3.3258], [5.7015, -0.9977, -4.1566], [7.5464, 0.6429, -3.9679], [7.1125, 2.8556, -2.9532], [4.8740, 3.4140, -2.1223], [3.7322, 2.2186, 0.3410], [3.9078, 3.9145, 2.0969], [2.6350, 6.0321, 1.9085], [1.1726, 6.4071, -0.0464], [0.9886, 4.7003, -1.7946], [-0.0436, 0.9938, -3.8056], [-1.1444, 1.8310, -5.8239], [-0.3836, 3.9468, -6.8713], [1.5005, 5.1958, -5.8644], [2.6030, 4.3454, -3.8499], [-1.9940, -4.5705, -1.1974], [-3.3808, -3.9294, -1.0405], [-3.7229, -4.0042, 0.4524], [-4.4128, -4.7692, -1.7970], [-3.2117, -2.0892, -1.4878], [-1.9191, -1.4885, -0.9218], [-4.7634, -1.2209, -0.8109], [-4.8691, 0.1505, -1.4851], [-4.5483, -0.9632, 0.6893], [-6.1085, -1.9388, -0.9926], [-3.3020, -1.9976, -3.3894], [-4.6426, -2.3155, -4.0579], [-2.2712, -2.9837, -3.9544], [-2.8591, -0.6038, -3.8421], [-1.9617, -5.4895, -0.6044], [-1.2201, -3.8846, -0.8519], [-1.7769, -4.8432, -2.2248], [-3.5679, -5.0309, 0.7947], [-4.7591, -3.7450, 0.6626], [-3.0752, -3.3530, 1.0365], [-4.4302, -5.7767, -1.3688], [-4.1769, -4.8792, -2.8568], [-5.4254, -4.3712, -1.7170], [-3.9156, 0.6786, -1.4782], [-5.5973, 0.7492, -0.9321], [-5.2191, 0.0900, -2.5159], [-3.5206, -0.6473, 0.8799], [-4.7565, -1.8421, 1.2956], [-5.2283, -0.1733, 1.0137], [-6.3173, -2.2147, -2.0257], [-6.9169, -1.2749, -0.6690], [-6.1768, -2.8409, -0.3840], [-5.0361, -3.2964, -3.7777], [-4.5033, -2.3213, -5.1440], [-5.4029, -1.5655, -3.8426], [-2.5826, -4.0216, -3.8504], [-1.3008, -2.8594, -3.4725], [-2.1535, -2.7862, -5.0229], [-3.6547, 0.1369, -3.7793], [-2.5397, -0.6560, -4.8856], [-2.0272, -0.2337, -3.2492]], "forces_ev_per_angstrom": [[0.3, -0.8, 0.2], [0.0, 0.1, 0.1], [0.0, -0.1, -0.1], [-0.1, 0.0, 0.1], [-0.1, 0.0, 0.0], [0.1, 0.0, -0.1], [0.0, -0.1, 0.0], [0.1, 0.0, -0.1], [0.0, 0.0, 0.0], [0.0, 0.0, 0.0], [0.0, 0.1, 0.0], [0.0, 0.0, 0.0], [0.0, 0.0, 0.1], [0.1, 0.1, 0.0], [0.0, 0.0, 0.0], [0.0, 0.0, 0.0], [0.0, 0.0, 0.0], [0.0, 0.0, 0.0], [0.0, 0.0, 0.0], [0.0, -0.1, -0.1], [-0.1, 0.0, 0.0], [0.0, 0.0, 0.0], [0.0, 0.1, 0.0], [0.0, 0.1, -0.1], [0.0, 0.0, 0.1], [-0.1, -0.1, 0.0], [0.0, 0.2, 0.0], [0.1, 0.0, 0.2], [0.0, 0.3, 0.0], [-0.1, 0.4, -0.1], [-0.1, -0.2, -0.3], [0.0, 0.0, 0.1], [0.0, 0.0, 0.1], [0.0, -0.1, 0.1], [0.1, -0.1, 0.1], [0.0, 0.0, 0.0], [0.1, 0.1, -0.2], [-0.1, -0.2, 0.1], [-0.1, 0.0, 0.0], [0.0, -0.1, 0.0], [0.0, -0.1, 0.0], [0.1, 0.0, 0.0], [0.1, 0.1, 0.0], [0.0, 0.1, 0.1], [0.1, -0.2, -0.1], [0.1, 0.0, 0.1], [0.0, 0.0, 0.1], [0.0, 0.1, 0.1], [-0.1, 0.1, 0.0], [-0.2, 0.1, -0.2], [0.2, 0.0, 0.1], [-0.2, -0.2, 0.0], [0.0, 0.0, 0.0], [-0.1, 0.0, -0.1], [0.0, 0.1, -0.1], [0.1, 0.1, 0.0], [-0.1, 0.0, 0.0], [0.0, 0.0, 0.0], [0.0, 0.0, 0.0], [0.0, 0.0, 0.0], [0.0, 0.1, 0.0], [0.0, -0.1, 0.0], [0.0, 0.0, 0.0], [0.0, 0.0, 0.0], [0.0, 0.0, 0.0], [0.0, 0.0, 0.0], [0.0, 0.0, 0.0], [0.0, 0.0, 0.0], [0.0, 0.0, 0.0], [0.0, 0.0, 0.0], [0.0, 0.0, 0.0], [0.0, 0.0, 0.1], [-0.1, 0.0, 0.0], [0.0, -0.1, 0.1], [0.0, -0.1, -0.1], [0.2, 0.1, 0.1], [0.0, 0.0, -0.1], [-0.2, -0.2, -0.1], [0.0, 0.1, 0.0], [0.1, 0.0, 0.0], [0.0, 0.0, 0.0], [-0.2, -0.1, -0.1], [-0.2, -0.1, 0.0], [0.1, 0.0, 0.0], [0.0, 0.2, 0.0], [0.0, 0.0, 0.0], [0.0, 0.0, 0.1], [0.0, 0.0, -0.1], [0.0, -0.1, 0.0], [0.0, 0.0, 0.0], [0.1, 0.0, 0.0], [0.0, -0.1, 0.0], [0.0, 0.0, 0.1], [0.1, 0.0, 0.0], [0.0, 0.0, 0.0], [0.0, 0.1, 0.0], [0.0, -0.1, 0.1], [0.0, 0.0, 0.0], [0.0, 0.1, 0.0], [-0.1, 0.1, 0.0], [0.0, 0.0, 0.0], [0.0, 0.0, 0.0], [0.0, 0.0, 0.0], [0.0, 0.2, -0.1], [0.0, 0.0, 0.0], [0.0, 0.0, 0.0], [0.0, 0.0, 0.0], [0.0, 0.0, 0.0], [0.0, 0.0, 0.0], [0.0, 0.0, 0.0], [0.0, 0.0, -0.1], [0.1, 0.0, 0.1]], "mulliken_charge": [2.42, -1.53, 0.99, -0.18, 0.59, -1.46, -0.21, 1.06, -1.57, -0.73, 0.01, 0.51, 0.27, 0.17, -0.13, 0.27, 0.50, 0.28, 0.44, 0.13, 0.36, 0.32, -0.28, 0.20, -0.79, -0.62, 0.36, -0.09, 1.30, -0.37, -0.50, -1.08, 0.45, 0.23, 0.02, 0.38, -0.28, -1.16, 0.88, -0.48, -0.69, -0.45, -0.67, -0.28, 1.17, -0.23, -0.74, -0.61, -0.80, -0.25, 0.20, -0.25, -0.46, -0.50, -0.76, -0.19, 0.29, 0.39, 0.36, 0.39, 0.33, 0.41, 0.41, 0.36, 0.46, 0.33, 0.19, 0.43, 0.39, 0.38, 0.38, -1.84, 2.75, -2.08, -2.06, 0.17, -1.17, 2.47, -2.27, -1.76, -1.91, 2.80, -2.09, -2.08, -2.53, 0.59, 0.13, 0.30, 0.68, 0.30, 0.21, 0.54, 0.31, 0.24, 0.24, 0.72, 0.17, 0.19, 0.30, 0.53, 0.28, 0.52, 0.30, 0.27, 0.53, 0.31, 0.32, 0.29, 0.65, 0.16, 0.69, 0.17]}